No. 1
A structure of composition C3H4O in a non-equilibrium geometry. Source: the Open Molecules 2025 dataset; level of theory: ωB97M-V/def2-TZVPD.

Positions of all 8 atoms, in Å:
C 1.118 -0.264 0.039
C -0.187 -0.746 0.095
C -0.522 0.756 0.000
O 2.225 0.092 0.054
H -0.555 -1.090 -0.986
H -0.620 -1.429 0.742
H -0.556 1.412 0.976
H -0.902 1.269 -0.920

Properties
<S²> = 2.011
E_LUMO (alpha / beta) = 0.95 / -0.93 eV
Total energy = -5217.456 eV
Spin multiplicity = 3
HOMO (alpha / beta) = -5.498 / -12.133 eV

Let us look at the Löwdin charges, expressed in e, one per atom: number 1, C, carries -0.32; number 2, C, carries -0.22; number 3, C, carries 0.03; number 4, O, carries 0.11; number 5, H, carries 0.13; number 6, H, carries 0.08; number 7, H, carries 0.11; number 8, H, carries 0.08



No. 2
A structure of composition C3H4O2 in a non-equilibrium geometry. Source: the Open Molecules 2025 dataset; level of theory: ωB97M-V/def2-TZVPD.

Positions of all 9 atoms, in Å:
C -0.857 0.767 -1.279
C 0.092 0.499 -0.346
C 0.086 -0.614 0.456
O 1.421 -1.563 2.443
O 1.369 -0.561 1.684
H -0.804 1.651 -1.891
H -1.697 0.112 -1.434
H 0.908 1.195 -0.199
H -0.518 -1.487 0.567

Properties
E_LUMO (alpha / beta) = 0.04 / -0.84 eV
Total energy = -7263.800 eV
HOMO (alpha / beta) = -8.702 / -9.981 eV

Let us look at the Löwdin charges, expressed in e, one per atom: number 1, C, carries 0.03; number 2, C, carries -0.22; number 3, C, carries 0.11; number 4, O, carries -0.09; number 5, O, carries -0.15; number 6, H, carries 0.06; number 7, H, carries 0.06; number 8, H, carries 0.11; number 9, H, carries 0.10



No. 3
A structure of composition C3H4O2 in a non-equilibrium geometry. Source: the Open Molecules 2025 dataset; level of theory: ωB97M-V/def2-TZVPD.

Positions of all 9 atoms, in Å:
C -0.417 0.595 -0.110
C 1.340 -0.313 0.187
C 0.168 -0.750 -0.331
O -1.489 0.703 0.790
O 0.982 0.896 0.461
H -2.155 0.064 0.493
H -0.551 1.250 -0.975
H 2.311 -0.799 0.297
H -0.188 -1.647 -0.812

Properties
E_LUMO = 0.83 eV
Total energy = -7268.000 eV
HOMO = -8.671 eV

Let us look at the Löwdin charges, expressed in e, one per atom: number 1, C, carries -0.30; number 2, C, carries -0.18; number 3, C, carries -0.03; number 4, O, carries 0.02; number 5, O, carries 0.01; number 6, H, carries 0.11; number 7, H, carries 0.15; number 8, H, carries 0.13; number 9, H, carries 0.09



No. 4
An isolated molecule of C3H4O2. Source: the Open Molecules 2025 dataset; level of theory: ωB97M-V/def2-TZVPD.

Positions of all 9 atoms, in Å:
C 0.860 0.770 -0.104
C 0.835 -0.433 -0.625
O -0.339 -1.105 -0.367
C -1.055 -0.191 0.476
O -0.343 1.029 0.538
H 1.631 1.543 -0.155
H 1.528 -0.950 -1.252
H -1.085 -0.619 1.462
H -2.032 -0.044 0.027

Properties
SMILES = C1=COCO1
E_LUMO = 1.06 eV
Total energy = -7269.049 eV
HOMO = -8.158 eV

Let us look at the Löwdin charges, expressed in e, one per atom: number 1, C, carries -0.11; number 2, C, carries -0.13; number 3, O, carries -0.04; number 4, C, carries -0.17; number 5, O, carries -0.05; number 6, H, carries 0.13; number 7, H, carries 0.12; number 8, H, carries 0.13; number 9, H, carries 0.13



No. 5
An isolated molecule of C3H4O2 in a non-equilibrium geometry. Source: the Open Molecules 2025 dataset; level of theory: ωB97M-V/def2-TZVPD.

Positions of all 9 atoms, in Å:
C 0.922 0.332 -0.440
C 0.611 -0.941 -0.512
O -0.846 -1.377 0.031
O -1.108 -0.585 0.932
C -0.602 0.776 0.522
H 1.738 1.080 -0.709
H 0.948 -1.957 -0.872
H -1.323 1.065 -0.287
H -0.340 1.605 1.334

Properties
SMILES = C1=COOC1
E_LUMO = 1.02 eV
Total energy = -7263.680 eV
HOMO = -8.539 eV

Let us look at the Löwdin charges, expressed in e, one per atom: number 1, C, carries 0.01; number 2, C, carries -0.07; number 3, O, carries -0.17; number 4, O, carries -0.22; number 5, C, carries -0.02; number 6, H, carries 0.11; number 7, H, carries 0.13; number 8, H, carries 0.10; number 9, H, carries 0.14



No. 6
A cluster of 2 separate species, C3H4O2 in total in a non-equilibrium geometry. Source: the Open Molecules 2025 dataset; level of theory: ωB97M-V/def2-TZVPD.

Positions of all 9 atoms, in Å:
C 1.427 -0.178 0.415
C 0.003 0.021 0.007
O -0.493 1.137 0.444
C -2.243 -0.178 -0.908
O -2.634 -1.058 -1.510
H 1.875 0.617 1.019
H 2.009 -0.331 -0.504
H 1.480 -1.138 0.946
H -1.423 1.109 0.091

Properties
E_LUMO = 0.96 eV
Total energy = -7267.830 eV
HOMO = -8.558 eV

Let us look at the Löwdin charges, expressed in e, one per atom: number 1, C, carries -0.11; number 2, C, carries -0.19; number 3, O, carries -0.02; number 4, C, carries -0.01; number 5, O, carries 0.08; number 6, H, carries 0.07; number 7, H, carries 0.08; number 8, H, carries 0.08; number 9, H, carries 0.01



No. 7
An isolated molecule of C3H4O2 in a non-equilibrium geometry. Source: the Open Molecules 2025 dataset; level of theory: ωB97M-V/def2-TZVPD.

Positions of all 9 atoms, in Å:
C -1.918 2.508 0.543
C 0.083 0.989 0.319
C 0.400 -0.255 1.148
O -0.903 1.884 0.872
O -2.337 3.361 -0.151
H -0.210 0.642 -0.631
H -0.392 -0.472 1.803
H 1.099 -0.048 1.921
H 0.722 -1.112 0.506

Properties
<S²> = 2.006
E_LUMO (alpha / beta) = 0.87 / -0.92 eV
Total energy = -7265.593 eV
Spin multiplicity = 3
HOMO (alpha / beta) = -7.172 / -11.917 eV

Let us look at the Löwdin charges, expressed in e, one per atom: number 1, C, carries -0.36; number 2, C, carries -0.02; number 3, C, carries -0.07; number 4, O, carries 0.03; number 5, O, carries 0.13; number 6, H, carries 0.08; number 7, H, carries 0.06; number 8, H, carries 0.06; number 9, H, carries 0.10



No. 8
A structure of composition C3H4O2Pt in a non-equilibrium geometry. Source: the Open Molecules 2025 dataset; level of theory: ωB97M-V/def2-TZVPD.

Positions of all 10 atoms, in Å:
O 1.931 0.178 0.057
Pt 0.323 0.923 -0.059
O 3.919 0.387 0.155
C 3.029 -0.208 -0.324
C -1.215 -0.748 0.287
C -1.815 0.343 -0.232
H -0.839 -1.548 -0.357
H -1.126 -0.882 1.369
H -1.962 0.442 -1.312
H -2.245 1.113 0.417

Properties
<S²> = 2.032
E_LUMO (alpha / beta) = -13.50 / -14.09 eV
Total energy = -10489.067 eV
Spin multiplicity = 3
Total charge = +2
HOMO (alpha / beta) = -21.058 / -21.954 eV

Let us look at the Löwdin charges, expressed in e, one per atom: number 1, O, carries -0.16; number 2, Pt, carries 1.48; number 3, O, carries 0.41; number 4, C, carries -0.03; number 5, C, carries -0.04; number 6, C, carries -0.12; number 7, H, carries 0.11; number 8, H, carries 0.12; number 9, H, carries 0.11; number 10, H, carries 0.11



No. 9
The ion C3H4O2S with charge -2 in a non-equilibrium geometry. Source: the Open Molecules 2025 dataset; level of theory: ωB97M-V/def2-TZVPD.

Positions of all 10 atoms, in Å:
O 2.009 -0.746 0.981
C 1.339 0.270 0.577
O 1.507 1.417 1.034
C 0.332 -0.081 -0.518
C -1.160 -0.022 0.018
S -2.376 -1.011 -0.932
H 0.442 0.641 -1.328
H 0.468 -1.117 -0.798
H -1.536 0.991 -0.088
H -1.024 -0.341 1.054

Properties
SMILES = O=C([O-])CC[S-]
E_LUMO = 6.30 eV
Total energy = -18105.215 eV
Total charge = -2
HOMO = 0.753 eV

Let us look at the Löwdin charges, expressed in e, one per atom: number 1, O, carries -0.17; number 2, C, carries -0.78; number 3, O, carries -0.12; number 4, C, carries -0.24; number 5, C, carries -0.78; number 6, S, carries -0.08; number 7, H, carries 0.08; number 8, H, carries 0.06; number 9, H, carries 0.00; number 10, H, carries 0.04



No. 10
A structure of composition C3H4O2S in a non-equilibrium geometry. Source: the Open Molecules 2025 dataset; level of theory: ωB97M-V/def2-TZVPD.

Positions of all 10 atoms, in Å:
C -0.308 -0.291 1.057
C -0.896 0.835 0.548
C 0.502 -0.841 -0.020
O -0.547 0.533 -2.175
O 1.410 1.428 -1.026
S 0.190 0.671 -0.963
H -0.397 -0.847 2.033
H -1.587 1.539 0.827
H 1.478 -1.230 0.134
H 0.155 -1.796 -0.416

Properties
E_LUMO = 0.59 eV
Total energy = -18103.245 eV
HOMO = -10.561 eV

Let us look at the Löwdin charges, expressed in e, one per atom: number 1, C, carries -0.17; number 2, C, carries -0.04; number 3, C, carries -0.25; number 4, O, carries -0.31; number 5, O, carries -0.31; number 6, S, carries 0.69; number 7, H, carries 0.13; number 8, H, carries 0.05; number 9, H, carries 0.09; number 10, H, carries 0.11



No. 11
A structure of composition C3H4O2S2 in a non-equilibrium geometry. Source: the Open Molecules 2025 dataset; level of theory: ωB97M-V/def2-TZVPD.

Positions of all 11 atoms, in Å:
C 2.348 -0.120 0.112
C -0.517 0.276 0.077
C -1.867 -0.335 0.098
H 3.261 -0.682 0.475
H 2.891 0.348 -1.048
H 2.117 0.726 0.901
H -3.682 -0.090 -0.171
O -2.825 0.447 -0.215
O -2.062 -1.561 0.107
S 0.677 -0.904 -0.269
S -0.340 1.895 -0.066

Properties
E_LUMO = -1.31 eV
Total energy = -28939.264 eV
HOMO = -8.960 eV

Let us look at the Löwdin charges, expressed in e, one per atom: number 1, C, carries -0.40; number 2, C, carries -1.05; number 3, C, carries -0.69; number 4, H, carries 0.03; number 5, H, carries 0.14; number 6, H, carries 0.04; number 7, H, carries 0.19; number 8, O, carries 0.09; number 9, O, carries 0.04; number 10, S, carries 0.88; number 11, S, carries 0.75



No. 12
An isolated molecule of C3H4O2S2 in a non-equilibrium geometry. Source: the Open Molecules 2025 dataset; level of theory: ωB97M-V/def2-TZVPD.

Positions of all 11 atoms, in Å:
O -1.159 1.209 -1.657
S -0.233 0.303 -1.098
O 0.577 -0.573 -1.881
C 0.953 1.139 -0.013
C 1.067 -0.002 1.270
S -0.225 -0.919 1.672
C -1.171 -0.763 0.109
H 1.945 1.620 -0.453
H 1.809 -0.026 2.059
H -1.380 -1.671 -0.338
H -2.181 -0.317 0.329

Properties
SMILES = O=S1(=O)C=CSC1
E_LUMO (alpha / beta) = -0.67 / -0.67 eV
Total energy = -28936.890 eV
HOMO (alpha / beta) = -8.571 / -8.569 eV

Let us look at the Löwdin charges, expressed in e, one per atom: number 1, O, carries -0.32; number 2, S, carries 0.53; number 3, O, carries -0.32; number 4, C, carries -0.14; number 5, C, carries -0.46; number 6, S, carries 0.92; number 7, C, carries -0.45; number 8, H, carries 0.10; number 9, H, carries 0.03; number 10, H, carries 0.03; number 11, H, carries 0.09



Calculated ΔE to the lowest compared entry with this formula, charge and spin (eV), listed in the same order as above: 1.448; 6.886; 2.686; 1.637; 7.006; 2.856; 0.654; 2.574; 0.311; 2.820; 1.789; 4.164